1.
C35H41ClGaN9O2S | ωB97M-V/def2-TZVPD

Cartesian coordinates (Å):
1 Ga -0.303 -0.498 -0.067
2 C -2.481 0.933 4.805
3 N -2.347 0.796 3.361
4 C -3.303 1.540 2.558
5 C -1.353 0.100 2.780
6 N -0.829 0.444 1.613
7 C -0.665 1.802 1.132
8 C -0.377 2.882 2.032
9 C -0.284 4.090 1.280
10 C -0.068 4.217 -0.952
11 C 0.002 3.099 -1.841
12 C -0.425 1.917 -1.150
13 N -0.620 0.609 -1.755
14 C -0.324 0.268 -3.011
15 N -0.970 -0.777 -3.556
16 C -0.334 -1.659 -4.526
17 C -2.311 -1.171 -3.157
18 N 0.590 0.912 -3.781
19 C 1.935 1.181 -3.301
20 C 0.405 1.094 -5.215
21 N -0.883 -0.999 3.401
22 C -1.757 -1.900 4.142
23 C 0.454 -1.502 3.133
24 H -2.526 1.994 5.054
25 H -1.620 0.495 5.303
26 H -3.392 0.453 5.165
27 H -3.021 2.590 2.448
28 H -4.272 1.490 3.055
29 H -3.388 1.077 1.578
30 H -0.132 2.755 3.075
31 H -0.353 5.016 1.844
32 H -0.045 5.193 -1.428
33 H 0.304 3.146 -2.871
34 H 0.736 -1.479 -4.558
35 H -0.756 -1.533 -5.525
36 H -0.500 -2.689 -4.210
37 H -2.762 -0.391 -2.553
38 H -2.291 -2.103 -2.587
39 H -2.905 -1.336 -4.057
40 H 1.965 1.151 -2.216
41 H 2.263 2.169 -3.629
42 H 2.633 0.437 -3.695
43 H -0.626 0.890 -5.489
44 H 1.069 0.452 -5.797
45 H 0.629 2.132 -5.462
46 H -2.788 -1.571 4.065
47 H -1.474 -1.955 5.194
48 H -1.679 -2.900 3.710
49 H 1.086 -0.699 2.760
50 H 0.448 -2.318 2.406
51 H 0.875 -1.879 4.065
52 N 3.936 0.810 0.321
53 C 4.905 -0.226 0.279
54 C 6.243 0.085 0.433
55 C 7.194 -0.926 0.389
56 C 6.800 -2.237 0.190
57 C 5.452 -2.541 0.038
58 C 4.503 -1.535 0.082
59 S 2.800 -1.983 -0.112
60 N 1.975 -0.475 0.015
61 C 2.608 0.645 0.197
62 C 1.758 1.871 0.234
63 C 2.097 3.162 0.318
64 C 1.043 4.217 0.273
65 C -1.208 3.926 0.050
66 C -1.509 2.413 -0.077
67 N 0.416 1.566 0.082
68 H 4.279 1.742 0.488
69 H 6.546 1.112 0.589
70 H 8.240 -0.681 0.510
71 H 7.534 -3.028 0.155
72 H 5.143 -3.567 -0.115
73 H 3.128 3.478 0.422
74 H 1.514 5.195 0.371
75 H -2.087 4.561 -0.001
76 H -2.542 2.115 -0.226
77 Cl -4.995 -6.109 0.416
78 C -4.132 -4.622 0.268
79 C -4.864 -3.407 0.205
80 C -4.245 -2.197 0.086
81 C -2.827 -2.112 0.030
82 O -2.250 -0.972 -0.087
83 C -2.097 -3.342 0.084
84 C -0.709 -3.362 -0.031
85 O 0.075 -2.361 -0.125
86 C -2.778 -4.594 0.201
87 H -5.944 -3.458 0.250
88 H -4.816 -1.281 0.030
89 H -0.210 -4.337 -0.040
90 H -2.207 -5.512 0.235

Computed properties:
- E_LUMO (alpha / beta): -6.69 / -6.69 eV
- Multiplicity: 1
- Total charge: +2

=====

2.
C5H6N2S | ωB97M-V/def2-TZVPD

Cartesian coordinates (Å):
1 N 2.665 0.106 -0.140
2 C 1.358 0.045 -0.066
3 C 0.302 0.979 -0.003
4 C -0.938 0.309 -0.096
5 C -2.202 0.760 -0.019
6 S -3.627 -0.225 0.004
7 N -0.655 -1.137 -0.058
8 C 0.663 -1.206 0.090
9 H 3.226 -0.872 -0.176
10 H 3.258 0.765 0.380
11 H 0.359 2.109 0.287
12 H -2.502 1.840 -0.101
13 H -3.023 -1.408 -0.528
14 H 1.115 -2.065 0.424

Computed properties:
- SMILES: NC1=C/C(=C/S)N=C1
- E_LUMO: -0.23 eV
- Multiplicity: 1
- Total charge: 0

=====

3.
C12H30N2NaO4 | ωB97M-V/def2-TZVPD

Cartesian coordinates (Å):
1 Na 0.391 0.188 0.698
2 C 1.910 2.948 -3.475
3 O 2.128 1.589 -3.165
4 C 2.422 1.389 -1.800
5 C 2.507 -0.097 -1.580
6 N 1.146 -0.651 -1.496
7 C 1.119 -2.111 -1.466
8 C 1.585 -2.734 -0.154
9 O 1.472 -1.806 0.919
10 C 1.769 -2.356 2.191
11 H 1.530 3.009 -4.492
12 H 2.846 3.518 -3.423
13 H 1.180 3.401 -2.792
14 H 1.573 1.787 -1.211
15 H 3.317 1.947 -1.505
16 H 3.084 -0.361 -0.693
17 H 3.005 -0.534 -2.456
18 H 0.635 -0.317 -2.305
19 H 1.710 -2.509 -2.301
20 H 0.085 -2.411 -1.651
21 H 2.625 -3.066 -0.236
22 H 0.963 -3.603 0.078
23 H 0.860 -2.561 2.753
24 H 2.414 -1.653 2.723
25 H 2.374 -3.262 2.087
26 C -1.174 0.054 3.853
27 O -1.091 -0.515 2.569
28 C -2.194 -1.367 2.292
29 C -2.229 -1.791 0.828
30 N -1.894 -0.719 -0.089
31 C -2.875 0.337 -0.264
32 C -2.233 1.609 -0.749
33 O -1.176 1.960 0.141
34 C -0.828 3.330 0.122
35 H -1.121 -0.700 4.647
36 H -2.087 0.645 3.977
37 H -0.326 0.728 3.988
38 H -3.110 -0.835 2.589
39 H -2.162 -2.264 2.923
40 H -3.219 -2.232 0.656
41 H -1.442 -2.538 0.683
42 H -1.563 -1.058 -0.980
43 H -3.347 0.553 0.700
44 H -3.705 0.061 -0.929
45 H -2.964 2.415 -0.827
46 H -1.794 1.457 -1.748
47 H 0.262 3.436 0.156
48 H -1.223 3.848 1.000
49 H -1.156 3.840 -0.786

Computed properties:
- E_LUMO: -2.41 eV
- Multiplicity: 1
- Total charge: +1

=====

4.
H12O6 | ωB97M-V/def2-TZVPD

Cartesian coordinates (Å):
1 O -3.459 1.624 1.174
2 H -3.646 2.467 0.761
3 H -3.870 0.978 0.599
4 O -0.450 1.935 -4.849
5 H 0.368 1.834 -4.362
6 H -0.858 1.070 -4.816
7 O -3.856 -1.563 5.082
8 H -3.868 -1.092 5.915
9 H -3.658 -0.892 4.429
10 O 2.516 -4.580 1.789
11 H 1.844 -4.688 2.461
12 H 2.352 -3.711 1.423
13 O 4.071 2.095 -3.207
14 H 4.476 2.919 -3.478
15 H 4.743 1.433 -3.368
16 O 1.181 -0.323 0.109
17 H 0.511 0.074 0.665
18 H 1.603 0.419 -0.325

Computed properties:
- SMILES: O.O.O.O.O.O
- E_LUMO: 0.37 eV
- Multiplicity: 1
- Total charge: 0

=====

The energy results, record by record, are as follows: -4784.1779; -701.7390; -1047.7761; -458.6080 Eh.
The strongest force on any atom results, record by record, are as follows: 0.39; 6.57; 0.78; 0.31 eV Å⁻¹.
The energy relative to the best compared isomer or geometry (same formula, charge and spin) results, record by record, are as follows: 0.0; 262.4; 58.2; 169.2 kJ/mol.